The following is a quantum chemistry calculation of 2 unconnected molecules or ions with the total composition C2H4NP in a non-equilibrium geometry, from the OMol25 dataset.

Results
M   73.03 g mol⁻¹
HOMO energy (alpha / beta)   -9.21 / -11.24 eV
Energy above the lowest of the compared OMol25 structures with the same formula, charge and spin   7.29 kcal/mol
Spin multiplicity   3
HOMO-LUMO gap (alpha / beta)   10.02 / 10.05 eV
⟨S²⟩   2.004
Charge   0
E   -12914.440 eV

Each line ends with the natural charge from an NBO analysis.
CARTESIAN COORDINATES (ANGSTROEM)
C: -0.64567 1.30372 0.23527  0.2850
C: -1.04537 -0.08115 0.07009  -0.7228
N: -0.28131 2.36739 0.31126  -0.3279
P: 3.35228 0.06120 -0.18854  0.1009
H: -0.33430 -0.61527 0.65955  0.2582
H: -1.28154 -0.33810 -0.99165  0.2604
H: -1.94161 -0.26805 0.53896  0.2467
H: 3.27993 0.57589 -1.56410  -0.1005

Cartesian forces, eV/Å:
C -1.0182 -2.1108 -0.7107
C 0.5436 0.7076 -1.2805
N 0.8684 2.6051 0.3177
P -0.0673 0.3184 -0.8481
H 0.7648 -1.1278 -0.4637
H 1.1127 -0.0154 0.7982
H -2.2474 -0.0657 1.3343
H 0.0434 -0.3114 0.8527